The following is a quantum chemistry calculation of a molecular structure, C7H11N2, from the Open Molecules 2025 dataset.

Positions of all 20 atoms, in Å:
C1 3.09603 0.47443 0.08001
C2 2.84929 -0.66142 0.78881
C3 0.75051 -0.15420 -0.18182
C4 -0.34889 1.09918 0.87812
C5 -1.53090 -1.16101 0.62560
C6 -1.37317 0.27350 -1.47497
C7 -0.66889 -0.17628 -0.11417
N1 2.68795 0.95548 -0.94235
N2 1.53222 -0.94486 0.60187
H1 -0.98234 1.93229 0.89737
H2 -0.53012 0.70276 1.88304
H3 0.63340 1.48760 0.67519
H4 -2.09638 -1.76156 -0.03704
H5 -2.38744 -0.72162 1.22777
H6 -1.01364 -1.77250 1.32379
H7 -2.22009 1.06696 -1.25388
H8 -1.85736 -0.64770 -1.76997
H9 -0.78857 0.61587 -2.28249
H10 2.95441 1.26911 -1.86027
H11 1.29397 -1.87604 0.93538

Output
Net charge: +1
ΔE to the lowest compared entry with this formula, charge and spin in kcal per mole: 224.99
F_max in eV Å⁻¹: 3.5
Gap between HOMO and LUMO (alpha / beta) in eV: 7.409 / 6.860
LUMO energy (alpha / beta) in eV: -6.158 / -6.270